DFT (ωB97M-V with the def2-TZVPD basis set) results for C4H7HgO3 as an isolated structure in a non-equilibrium geometry.

Summary:
- spin multiplicity = 3
- F_max (Eh/bohr) = 0.077
- energy relative to the best compared isomer or geometry (same formula, charge and spin) (kJ/mol) = 108.0
- gap between HOMO and LUMO (alpha / beta) (eV) = 8.5 / 4.2
- charge = +1

Geometry (Å):
H 1.50 1.25 1.51
C 0.72 0.99 2.24
O 0.20 -2.50 -1.65
O -0.56 -0.51 -2.25
O -1.53 0.27 1.98
Hg 0.50 -4.79 -0.68
C -0.41 0.32 1.52
H 0.51 1.23 -2.09
H -1.26 1.38 -2.64
H 0.37 1.89 2.77
C 0.13 -1.30 -1.51
H -0.71 1.07 -0.77
H -0.10 -0.50 0.61
H 1.17 0.27 2.94
C -0.53 0.90 -1.98

***

DFT (ωB97M-V with the def2-TZVPD basis set) results for an isolated molecule of C18H22N6O2S in a non-equilibrium geometry.

Summary:
- spin multiplicity = 1
- F_max (Eh/bohr) = 0.029
- energy relative to the best compared isomer or geometry (same formula, charge and spin) (kJ/mol) = 76.1
- gap between HOMO and LUMO (eV) = 9.4
- charge = 0

Geometry (Å):
C -0.47 2.82 0.12
N -3.45 0.06 -1.31
C 2.44 -0.69 -1.36
H -1.76 -0.13 1.56
C 1.63 3.89 -0.59
H -3.44 -2.17 0.03
C 5.12 0.75 0.69
S 0.25 4.38 0.31
C 0.17 -1.61 0.99
C -4.18 -1.26 1.83
C 1.54 2.61 -1.01
C -3.04 -1.77 0.96
H -1.76 2.05 1.66
H 5.02 0.59 -1.53
H 2.28 2.11 -1.61
C 0.40 -1.83 -1.95
C 1.33 -2.27 0.23
C -0.91 -1.92 -1.15
C 3.41 -0.24 -0.33
H 0.08 0.97 -0.83
H 0.56 -2.75 -2.53
H 1.08 -3.32 0.02
H -3.80 -0.85 2.77
H 0.55 -0.76 1.57
H -4.73 -0.48 1.31
C -2.04 -0.65 0.63
H 6.04 1.26 0.89
N -2.58 1.69 -0.20
H -2.38 3.47 0.79
C -2.68 0.34 -0.28
O 2.52 -0.21 -2.48
N -3.31 2.19 -1.20
H -1.12 -2.97 -0.88
H 2.24 -2.25 0.82
N -0.79 -1.08 0.03
H -4.87 -2.07 2.06
H -2.51 -2.57 1.49
C 4.60 0.41 -0.57
C 4.21 0.31 1.61
N 1.51 -1.62 -1.04
H 2.43 4.59 -0.74
H -1.74 -1.56 -1.76
H 4.19 0.37 2.68
H -0.27 -2.34 1.68
N -3.81 1.22 -1.84
H 0.39 -0.99 -2.64
C -1.83 2.54 0.68
O 3.18 -0.28 1.00
C 0.33 1.99 -0.60